--- P ---
Entry from the OMol25 dataset: an isolated ion of composition C3H8N3S and charge +1 (wB97M-V/def2-TZVPD).

```
! RIJCOSX wB97M-V def2-TZVPD def2/J DEFGRID3
* xyz 1 1
C 0.94282 -1.61770 0.19726
C -1.67633 1.05964 0.39538
C -0.16635 0.53630 0.08960
N -2.62000 0.33900 -0.33168
N -0.08134 -0.86621 0.08632
N 2.17285 -1.40933 -0.19056
S -3.39262 -1.03715 0.00208
H 0.59838 -2.51349 0.60258
H -1.74343 0.87600 1.42679
H -1.57447 2.18346 0.18710
H -0.02807 0.95498 -0.82748
H 0.39018 0.91214 0.84206
H -2.72192 0.85852 -1.22849
H 2.90558 -1.84254 0.34713
H 2.20297 -0.61791 -0.76703
*
```

The SMILES is N/C=N\CC[NH+]=S. As for the frontier orbital gap (alpha / beta): 0.2272 / 0.2272 Ha.


--- Q ---
Entry from the OMol25 dataset: a 2-piece molecular cluster, C3H8N3S overall (wB97M-V/def2-TZVPD).

```
! RIJCOSX wB97M-V def2-TZVPD def2/J DEFGRID3
* xyz 1 1
C -0.63388 1.15762 -1.16233
C 0.69093 0.63241 -0.80782
C -0.57144 1.15171 0.99532
N -1.30353 1.55635 -0.13427
N 0.55463 0.52482 0.67008
N 1.29375 -0.26457 1.51518
S -1.08018 -2.20900 -0.50561
H -0.86279 1.49337 -2.07538
H 0.74605 -0.29502 -1.27700
H 1.52299 1.28547 -1.20556
H -1.01558 1.24156 1.94396
H -2.40967 -2.44811 -0.51236
H 2.20508 -0.64901 1.12857
H 1.22521 -0.03615 2.41995
H -0.36156 -3.14146 -0.99275
*
```

As for the frontier orbital gap: 0.3052 Ha.


--- R ---
Entry from the OMol25 dataset: an isolated ion of composition C3H8N3S and charge +1 (wB97M-V/def2-TZVPD).

```
! RIJCOSX wB97M-V def2-TZVPD def2/J DEFGRID3
* xyz 1 1
C -0.23605 0.42717 1.21065
C -1.89741 1.79471 0.11573
C 1.08261 -1.59849 -0.97552
N -0.99601 0.72670 0.18211
N 0.91221 -0.19502 1.07670
N 1.62163 -0.58699 0.00900
S -2.74211 1.85720 -1.32031
H -0.42278 0.83335 2.23283
H -2.01698 2.66177 0.82927
H 1.23805 -2.62868 -0.77093
H 0.06735 -1.48529 -1.09777
H 1.70493 -1.21554 -1.84096
H 1.26370 -0.46505 1.96158
H 2.63492 -0.80637 0.18400
H -2.21407 0.68050 -1.79638
*
```

As for the frontier orbital gap: 0.2891 Ha.


--- S ---
Entry from the OMol25 dataset: an isolated ion of composition C3H8N3S and charge +1 (wB97M-V/def2-TZVPD).

```
! RIJCOSX wB97M-V def2-TZVPD def2/J DEFGRID3
* xyz 1 1
C -0.20481 -1.16684 0.01415
C -2.53272 -0.61870 -0.31314
C 1.67005 1.37328 0.00208
N -1.03693 -0.16910 0.00821
N 1.13652 -1.06867 0.15445
N 2.04157 -0.02003 0.01787
S -3.78036 0.53449 -0.09725
H -0.58285 -2.13715 -0.08358
H -2.63350 -1.64882 -0.46863
H 0.99654 1.55173 -0.78127
H 1.13427 1.51304 0.89257
H 2.40355 2.19141 -0.13821
H 1.71685 -1.90475 0.20074
H 2.84231 -0.18346 0.57037
H -3.17050 1.75356 0.02166
*
```

As for the frontier orbital gap (alpha / beta): 0.2430 / 0.2430 Ha.


Relative energies, kJ/mol: P 64.7; Q 29.6; R 0.0; S 120.4.


--- P ---
Entry from the OMol25 dataset: a 2-piece molecular cluster, C3H9N overall (wB97M-V/def2-TZVPD).

```
! RIJCOSX wB97M-V def2-TZVPD def2/J DEFGRID3
* xyz 0 1
C 0.38863 -2.53828 -2.33286
H 0.77737 -3.50861 -2.05535
H 0.35446 -2.11799 -3.34206
H 0.93295 -1.77883 -1.77905
H -0.68421 -2.52219 -2.13794
C -0.89741 1.23201 1.84285
C 0.37135 0.81293 -0.06795
N 0.37384 1.11667 1.15462
H -0.77509 1.88599 2.70531
H -1.22646 0.27823 2.25200
H -1.67941 1.66280 1.19882
H 1.37635 0.62779 -0.45141
H -0.49673 0.89488 -0.72480
*
```

The SMILES is C=NC.C. As for the frontier orbital gap: 0.3907 Ha.


--- Q ---
Entry from the OMol25 dataset: an isolated molecule of C3H9N (wB97M-V/def2-TZVPD).

```
! RIJCOSX wB97M-V def2-TZVPD def2/J DEFGRID3
* xyz 0 1
C -0.03170 0.19917 0.27752
C 1.23583 -0.64772 0.14953
C -1.26714 -0.56072 -0.19568
N 0.10485 1.43292 -0.49465
H -0.17407 0.46420 1.33188
H 0.89741 1.97095 -0.14874
H -0.72116 2.01603 -0.36333
H -2.17335 0.04102 -0.06321
H -1.19250 -0.83378 -1.25415
H 1.92882 -0.25440 -0.60316
H 1.01378 -1.68535 -0.12147
H 1.77607 -0.66014 1.10285
H -1.39684 -1.48218 0.38262
*
```

The SMILES is CC(C)N. As for the frontier orbital gap: 0.3838 Ha.


Relative energies, kJ/mol: P 132.5; Q 0.0.


--- P ---
Entry from the OMol25 dataset: a 2-piece molecular cluster, C3H9N overall (wB97M-V/def2-TZVPD).

```
! RIJCOSX wB97M-V def2-TZVPD def2/J DEFGRID3
* xyz 0 1
N -3.68299 1.05675 -2.47828
H -3.89285 1.98651 -2.14018
H -4.21112 0.81902 -3.30942
H -4.05161 0.39847 -1.79734
C 0.34750 -0.10799 0.84640
C 1.86263 -0.09337 1.10204
C 2.71196 -1.11863 1.10934
H -0.07894 -0.99830 1.31898
H -0.04453 0.85662 1.19301
H 0.24780 -0.24072 -0.26081
H 2.17603 0.81520 1.63700
H 2.34204 -2.14197 1.16358
H 3.74036 -0.75354 1.21927
*
```

The SMILES is C=CC.N. As for the frontier orbital gap: 0.3814 Ha.


--- Q ---
Entry from the OMol25 dataset: a 2-piece molecular cluster, C3H9N overall (wB97M-V/def2-TZVPD).

```
! RIJCOSX wB97M-V def2-TZVPD def2/J DEFGRID3
* xyz 0 1
C -2.18518 -1.37591 -3.11187
C -0.84348 -1.51891 -2.94895
H -2.72517 -1.66473 -4.01574
H -2.76363 -0.66036 -2.51048
H -0.34270 -2.46553 -2.85464
H -0.32020 -0.59683 -2.67536
C 0.92400 0.77327 2.46234
N 1.83659 1.80064 2.88602
H 0.08365 0.39734 3.09448
H 0.32490 1.05260 1.58913
H 1.49603 -0.13632 2.25990
H 2.34788 1.45575 3.67594
H 1.56293 2.76581 2.86662
*
```

The SMILES is C=C.CN. As for the frontier orbital gap: 0.3558 Ha.


Relative energies, kJ/mol: P 0.0; Q 155.6.


--- P ---
Entry from the OMol25 dataset: C5H6O2S as an isolated structure (wB97M-V/def2-TZVPD).

```
! RIJCOSX wB97M-V def2-TZVPD def2/J DEFGRID3
* xyz 0 1
C 0.91206 -0.20711 2.93921
C 0.31080 -0.13938 0.64380
C -0.02700 -0.19921 -0.80898
C 1.13679 -1.07680 1.66369
C -1.22288 1.15654 -2.49365
O 0.26889 -1.15307 -1.49019
O -0.69816 0.95644 -1.19015
S 0.00322 0.96021 1.96776
H 0.64078 -0.45088 3.88565
H 2.19097 -1.36415 1.41927
H 0.53766 -2.13072 1.80234
H -0.35040 1.15129 -3.14079
H -1.88950 2.09316 -2.36792
H -1.81324 0.40369 -2.83003
*
```

As for the frontier orbital gap (alpha / beta): 0.2842 / 0.2806 Ha.


--- Q ---
Entry from the OMol25 dataset: an isolated molecule of C5H6O2S (wB97M-V/def2-TZVPD).

```
! RIJCOSX wB97M-V def2-TZVPD def2/J DEFGRID3
* xyz 0 1
C -1.27214 -0.54588 0.67662
C 0.18404 -0.17633 0.99248
C 1.40566 -1.16034 -0.65100
C 1.62443 0.31840 -0.88892
C 0.72520 0.94652 0.20775
H -1.74107 -1.26577 1.33988
H 0.42523 -0.01258 2.05751
H 0.58185 -1.45531 -1.35780
H 2.20933 -1.89615 -0.80845
H 2.66909 0.60920 -0.72433
H 1.36893 0.65630 -1.90369
O 0.96292 -1.31717 0.67873
O 0.55502 2.16707 0.37267
S -2.10375 0.01693 -0.56474
*
```

The SMILES is O=C1CCO[C@@H]1C=S. As for the frontier orbital gap: 0.3114 Ha.


Relative energies, kJ/mol: P 242.4; Q 0.0.


--- P ---
Entry from the OMol25 dataset: a 2-piece molecular cluster, C4H11S2 overall (wB97M-V/def2-TZVPD).

```
! RIJCOSX wB97M-V def2-TZVPD def2/J DEFGRID3
* xyz -1 1
C -2.05510 -0.14112 -1.38803
S -3.18858 0.43508 -0.09450
C -1.97207 0.58994 1.31042
H -1.66304 -1.11904 -1.09957
H -1.21536 0.47653 -1.70562
H -2.71249 -0.31001 -2.24705
H -2.22912 1.53422 1.78536
H -2.10580 -0.22552 2.01584
H -0.99254 0.68893 0.83330
C 3.01444 -0.51736 -0.00944
C 1.58626 -0.10268 0.26632
S 1.17124 1.56641 -0.37098
H 3.75393 0.20859 0.32750
H 3.13097 -0.59056 -1.09656
H 3.22940 -1.50365 0.42491
H 1.34412 -0.22764 1.33029
H 0.90373 -0.76211 -0.28220
*
```

As for the frontier orbital gap: 0.2130 Ha.


--- Q ---
Entry from the OMol25 dataset: a 2-piece molecular cluster, C4H11S2 overall (wB97M-V/def2-TZVPD).

```
! RIJCOSX wB97M-V def2-TZVPD def2/J DEFGRID3
* xyz -1 1
C -0.52720 1.99063 -2.38322
S -2.22317 1.80091 -1.84077
C -1.68012 1.14427 -0.19252
H -0.50043 2.55980 -3.36968
H -0.07353 0.94430 -2.60759
H -0.00549 2.58156 -1.59987
H -0.93880 1.63504 0.21543
H -2.60081 1.11476 0.38030
H -1.31093 0.19920 -0.57982
C 0.92319 -2.17212 2.12470
C 1.48933 -1.49980 0.80171
S 1.43323 0.28676 1.02656
H -0.04429 -1.82996 2.30903
H 1.51563 -1.62873 2.88799
H 1.04221 -3.24517 2.21774
H 0.97749 -1.87500 -0.02225
H 2.52369 -2.00645 0.63224
*
```

As for the frontier orbital gap: 0.2089 Ha.


Relative energies, kJ/mol: P 0.0; Q 93.7.


--- P ---
Entry from the OMol25 dataset: C2H5ClOS as an isolated structure (wB97M-V/def2-TZVPD).

```
! RIJCOSX wB97M-V def2-TZVPD def2/J DEFGRID3
* xyz 0 3
C -0.79737 0.71959 0.19356
C -0.00205 -0.44647 0.62643
O 1.69419 0.12210 0.49621
S 0.01831 -1.99713 -0.46280
Cl -0.53701 1.21997 -1.53611
H -0.53137 1.71811 0.69715
H -1.81009 0.32837 0.17655
H -0.05517 -0.65476 1.73717
H 1.44794 0.37542 -0.44944
H 0.57262 -1.38519 -1.47871
*
```

As for the expectation value of S²: 2.011. As for the frontier orbital gap (alpha / beta): 0.2324 / 0.2513 Ha.


--- Q ---
Entry from the OMol25 dataset: a 2-piece molecular cluster, C2H5ClOS overall (wB97M-V/def2-TZVPD).

```
! RIJCOSX wB97M-V def2-TZVPD def2/J DEFGRID3
* xyz 0 3
C -2.11493 -0.21551 1.08365
C 1.44033 0.19570 -1.25667
O 2.14147 0.68810 -2.24467
S 2.35971 -0.22188 0.14884
Cl -1.62121 0.59930 -0.52835
H -3.11708 -0.05306 1.29638
H -2.00186 -1.27824 0.94964
H -1.48552 0.16303 2.01817
H 3.04137 0.90428 -2.10126
H 1.35773 -0.78172 0.63428
*
```

As for the expectation value of S²: 2.006. As for the frontier orbital gap (alpha / beta): 0.2585 / 0.3329 Ha.


Relative energies, kJ/mol: P 123.6; Q 0.0.